1.
Molecular formula: C4H11IN5O
Method: DFT, ωB97M-V/def2-TZVPD

```
22
Properties=species:S:1:pos:R:3
N 2.4914 0.8510 0.8741
C 2.4331 0.1707 -0.4758
N 1.2716 -0.7793 -0.6674
C -0.0454 -0.3692 -0.5084
N -1.0982 -1.4711 -0.7150
C -2.0065 -1.4185 0.4934
I -1.0029 -2.1037 2.3650
O -2.5458 -0.0852 0.8051
C -2.0191 0.9563 -0.0902
N -0.4775 1.0237 -0.1082
N -0.2009 1.9768 -1.0763
H 3.2135 1.6094 0.7761
H 2.7587 0.1661 1.6201
H 2.3848 0.9467 -1.3813
H 3.4204 -0.4722 -0.6691
H 1.4769 -1.7704 -0.9294
H -1.6068 -1.3442 -1.6174
H -2.8542 -2.2374 0.3038
H -2.4272 0.7955 -1.2005
H -2.4080 1.9983 0.3172
H -1.0671 2.5475 -1.3155
H 0.4106 2.6884 -0.5740
```

## Properties
* LUMO: -4.725 eV
* SMILES string: NCNC1=[N+](N)CO[C@H](I)N1
* total charge: +1
* HOMO energy: -12.9 eV

Atomic partial charges in e from the Mulliken method, atoms 1 to 5:
1. N -0.52
2. C -0.54
3. N -0.02
4. C 0.14
5. N -0.35

2.
Molecular formula: C3H11N3
Method: DFT, ωB97M-V/def2-TZVPD

```
17
Properties=species:S:1:pos:R:3
C -2.7977 -0.8328 -0.0884
C -1.8101 -1.8752 0.4404
N -0.5783 -1.2226 0.8317
H -3.7774 -1.2132 -0.3718
H -2.2935 -0.4046 -0.9772
H -2.7757 0.0764 0.5215
H -1.6266 -2.7454 -0.1962
H -2.2955 -2.3096 1.3295
H -0.3718 -0.4755 0.2096
H 0.1917 -1.8452 1.0176
N 2.9201 1.6620 0.0873
C 1.6109 1.3805 -0.1521
N 1.0212 1.3064 -1.2866
H 3.4242 1.1495 0.8128
H 3.5013 2.0429 -0.6433
H 1.0484 1.4932 0.7933
H 0.1254 0.8362 -1.1487
```

## Properties
* 2S+1: 2
* LUMO (spin up / spin down): 3.931 / 3.810 eV
* energy above the lowest of the compared OMol25 structures with the same formula, charge and spin: 21.4 kcal/mol
* total charge: -1
* HOMO energy (spin up / spin down): 1.4 / -5.3 eV

Atomic partial charges in e from the Mulliken method, atoms 1 to 5:
1. C -1.42
2. C -0.51
3. N -0.59
4. H 0.48
5. H 0.26

3.
Molecular formula: C20H24N4SV
Method: DFT, ωB97M-V/def2-TZVPD

```
50
Properties=species:S:1:pos:R:3
V 0.1004 -0.5388 0.2335
C 0.7478 2.2203 1.2453
N 0.0968 1.6308 0.0589
C 0.8473 1.9712 -1.1625
C 2.0880 1.1197 -1.2594
C 3.1601 1.4618 -2.0590
C 4.2412 0.5954 -2.1299
C 4.2164 -0.5867 -1.4070
C 3.0946 -0.8787 -0.6561
N 2.0403 -0.0498 -0.5908
C -1.2987 2.0971 -0.0353
C -2.1475 1.1130 -0.7975
C -3.1766 1.5162 -1.6230
C -3.9758 0.5495 -2.2199
C -3.7045 -0.7908 -1.9819
C -2.6225 -1.1150 -1.1873
N -1.8453 -0.1878 -0.6106
C 0.3863 1.4341 2.4773
C 0.4487 1.9852 3.7442
C 0.1583 1.1910 4.8414
C -0.1867 -0.1370 4.6363
C -0.2157 -0.6195 3.3454
N 0.0665 0.1436 2.2771
H 0.4831 3.2740 1.3746
H 1.8313 2.1804 1.1112
H 1.1058 3.0346 -1.1960
H 0.2115 1.7666 -2.0287
H 3.1595 2.3953 -2.6054
H 5.0974 0.8430 -2.7433
H 5.0497 -1.2739 -1.4332
H 3.0271 -1.7963 -0.0862
H -1.3639 3.0901 -0.4894
H -1.7059 2.1843 0.9754
H -3.3655 2.5689 -1.7842
H -4.7954 0.8369 -2.8647
H -4.3125 -1.5675 -2.4229
H -2.3606 -2.1497 -1.0064
H 0.7169 3.0265 3.8654
H 0.1990 1.6019 5.8411
H -0.4247 -0.7887 5.4646
H -0.4730 -1.6502 3.1439
C -0.6041 -4.0606 1.2209
S 0.4441 -2.9297 0.2692
C 0.3501 -3.7229 -1.3583
H -1.6296 -4.0282 0.8610
H -0.5586 -3.7700 2.2667
H -0.1911 -5.0606 1.1122
H 0.7923 -4.7130 -1.2746
H 0.9228 -3.1289 -2.0669
H -0.6855 -3.8021 -1.6814
```

## Properties
* 2S+1: 2
* LUMO (spin up / spin down): -5.849 / -5.785 eV
* energy above the lowest of the compared OMol25 structures with the same formula, charge and spin: 0.0 kcal/mol
* total charge: +2
* HOMO energy (spin up / spin down): -13.8 / -13.2 eV

Atomic partial charges in e from the Mulliken method, atoms 1 to 5:
1. V 0.00
2. C -0.99
3. N 1.04
4. C -0.94
5. C 0.48

4.
Molecular formula: C4H9N3O
Method: DFT, ωB97M-V/def2-TZVPD

```
17
Properties=species:S:1:pos:R:3
C 2.6838 -0.3678 0.9520
C -0.6603 -0.6402 -0.4459
C -0.7927 0.5845 0.5768
C 2.4854 0.4243 -0.0874
N -2.0107 0.5330 1.2023
N -1.8889 -0.9109 -1.1687
N 2.2397 1.1988 -0.9772
O -0.2714 1.6804 0.4071
H -2.7315 -0.0467 0.7996
H -2.3347 1.3519 1.6938
H 1.3129 1.6119 -1.0626
H -2.1193 -0.1315 -1.7803
H -1.7429 -1.7260 -1.7550
H 3.4055 -0.0382 1.6851
H 2.6943 -1.4403 0.8548
H 0.2053 -0.5973 -1.1182
H -0.4745 -1.4859 0.2237
```

## Properties
* LUMO: 0.788 eV
* energy above the lowest of the compared OMol25 structures with the same formula, charge and spin: 57.5 kcal/mol
* SMILES string: NCC(N)=O.C=C=N
* HOMO energy: -8.7 eV

Atomic partial charges in e from the Mulliken method, atoms 1 to 5:
1. C -1.04
2. C -0.43
3. C 0.59
4. C 0.75
5. N -0.46

5.
Molecular formula: C10H14BF5N6OPtTe
Method: DFT, ωB97M-V/def2-TZVPD

```
39
Properties=species:S:1:pos:R:3
H 1.7607 -2.3731 1.7067
N 0.1000 -1.4717 0.7713
B -2.1890 -0.8842 -0.1404
N -1.2092 -1.8072 0.6372
C -1.4430 -2.9907 1.2614
Pt 0.7872 0.3847 -0.1277
H -2.4424 -3.4246 1.2617
C -0.2443 -3.4362 1.8184
H -0.0761 -4.3494 2.3873
C 0.6969 -2.4431 1.4809
H -3.3001 -1.3616 -0.1430
C 1.3938 2.1573 -0.9986
H 2.4666 2.3547 -0.8441
H 0.8108 2.9906 -0.5665
H 1.1905 2.1152 -2.0839
N -1.6691 -0.7233 -1.5953
N -2.2042 0.5105 0.5435
N -0.4338 -0.2129 -1.8332
N -1.0595 1.2297 0.6675
C -2.2653 -1.0445 -2.7727
C -3.2356 1.1926 1.1052
H -3.2677 -1.4715 -2.7837
H -4.2403 0.7712 1.1036
C -1.3855 -0.7305 -3.8084
C -2.7413 2.3954 1.6099
C -0.2454 -0.2114 -3.1630
C -1.3645 2.3688 1.3099
H -1.5456 -0.8613 -4.8777
H -3.2974 3.1778 2.1239
H 0.6925 0.1566 -3.5788
H -0.5837 3.0993 1.5221
H 2.1159 -0.2305 -0.6853
F 6.0223 0.5201 1.0795
Te 4.0327 0.7524 1.2391
F 3.8547 -1.1402 0.5978
F 4.2723 1.3399 -0.6599
F 4.0467 0.0697 3.1208
F 4.2647 2.6415 1.8788
O 1.9346 0.9398 1.4355
```

## Properties
* 2S+1: 5
* LUMO (spin up / spin down): -7.631 / -12.352 eV
* energy above the lowest of the compared OMol25 structures with the same formula, charge and spin: 0.0 kcal/mol
* total charge: +2
* HOMO energy (spin up / spin down): -14.4 / -16.6 eV

Atomic partial charges in e from the Mulliken method, atoms 1 to 5:
1. H 0.56
2. N -0.92
3. B -0.28
4. N 0.59
5. C 0.09